No. 1
{
  "formula": "H2N2O3",
  "method": "ωB97M-V with the def2-TZVPD basis set",
  "fmax_ev_per_a": 2.7,
  "charge": 0,
  "homo_ev": [-10.330, -8.776],
  "e_lumo_ev": [-0.021, -0.531],
  "relative_energy_kj_mol": 335.2,
  "homo_lumo_gap_ev": [10.309, 8.245],
  "energy_ev": -9146.7649,
  "elements": ["O", "O", "O", "N", "N", "H", "H"],
  "xyz": [[-2.1350, 0.3536, 0.2336], [-0.1962, -0.6930, -0.4139], [-1.0959, -0.6481, 0.5237], [1.4846, 0.4286, 0.0247], [2.3570, -0.2039, 0.4624], [2.2008, -1.2329, 0.5971], [-1.8094, 1.1958, 0.4719]],
  "atomic_forces_ev_per_a": [[-1.0, -2.3, -1.0], [-0.4, -0.2, 0.0], [0.1, 0.8, 0.2], [0.2, 0.4, 0.2], [-0.3, -0.2, -0.1], [-0.1, 0.1, 0.0], [1.4, 1.5, 0.7]],
  "lowdin_charge": [0.0015, -0.1211, -0.1501, 0.0797, 0.0355, 0.1003, 0.0542]
}

No. 2
{
  "formula": "C10H20N2PPdS",
  "method": "ωB97M-V with the def2-TZVPD basis set",
  "s2": 6.015,
  "fmax_ev_per_a": 2.9,
  "charge": 1,
  "homo_ev": [-7.919, -11.418],
  "e_lumo_ev": [-2.322, -6.090],
  "relative_energy_kj_mol": 0.0,
  "multiplicity": 5,
  "homo_lumo_gap_ev": [5.597, 5.328],
  "energy_ev": -37266.2291,
  "elements": ["Pd", "S", "P", "N", "N", "C", "C", "C", "C", "C", "C", "C", "C", "C", "C", "H", "H", "H", "H", "H", "H", "H", "H", "H", "H", "H", "H", "H", "H", "H", "H", "H", "H", "H", "H"],
  "xyz": [[-0.0745, 1.2122, -1.6967], [-0.6050, -0.9654, -0.7338], [0.6382, 0.1301, -3.5260], [-0.8477, -1.6769, 1.8124], [1.3378, -1.1165, 1.0630], [-1.2307, 2.9889, -2.3562], [0.0233, -1.2511, 0.8325], [-2.2658, -1.4994, 1.4757], [1.9576, -1.5191, 2.3128], [2.1754, -0.4487, 0.0649], [0.1081, 3.3465, -0.4948], [-1.9277, 2.4755, -1.1986], [-0.5879, -2.8860, 2.6064], [0.0330, 3.5145, -1.9206], [-1.0905, 2.7118, -0.0617], [2.1286, -2.6002, 2.3269], [2.9255, -1.0203, 2.3981], [-0.7462, -2.6666, 3.6667], [0.9333, 3.6723, 0.1341], [-1.6123, 2.9990, -3.3684], [0.8631, 0.9850, -4.6517], [-2.4608, -1.9386, 0.4861], [-2.8833, -2.0010, 2.2117], [1.3134, -1.2491, 3.1544], [0.4241, -3.2681, 2.4886], [-2.9080, 1.9937, -1.2006], [0.7952, 3.9551, -2.5531], [1.8757, -0.5701, -3.3754], [-1.3576, 2.4905, 0.9630], [3.1576, -0.2821, 0.5081], [-0.2582, -0.8686, -4.0265], [2.2468, -1.0542, -0.8441], [-2.5161, -0.4414, 1.4204], [1.7151, 0.5195, -0.2237], [-1.2796, -3.6711, 2.3062]],
  "atomic_forces_ev_per_a": [[0.0, 0.1, 1.6], [-0.3, -0.5, -1.5], [0.5, -0.3, -1.5], [-0.6, -0.1, 0.7], [2.8, 0.9, -0.1], [0.5, 0.7, 0.2], [-1.7, 0.0, 0.8], [0.7, -0.1, -0.1], [0.1, 0.0, -0.2], [-0.5, -0.3, 0.4], [-0.4, -0.2, -0.4], [0.4, 0.4, 0.3], [-0.3, -0.2, -0.1], [-0.8, -0.3, -0.3], [-0.4, 0.1, -0.3], [0.2, 0.1, 0.2], [-0.2, 0.0, 0.1], [0.0, -0.1, -0.1], [-0.2, -0.2, -0.1], [0.0, 0.1, 0.1], [0.0, -0.7, 0.3], [-0.3, -0.1, 0.2], [-0.1, 0.1, 0.1], [0.2, 0.0, -0.1], [-0.4, 0.1, -0.1], [0.4, 0.3, 0.0], [-0.2, 0.0, 0.1], [-0.5, 0.2, -0.4], [0.1, -0.1, -0.1], [-0.1, 0.0, -0.3], [0.6, 0.4, 0.0], [0.3, 0.1, 0.1], [-0.1, 0.1, 0.2], [0.3, -0.1, 0.2], [0.0, -0.3, 0.0]],
  "lowdin_spin": [0.9115, 0.9474, 0.1166, 0.1483, 0.2745, 0.1409, 0.4769, 0.0398, 0.0282, 0.0492, 0.2122, 0.1944, 0.0305, 0.1256, 0.1495, 0.0137, 0.0017, 0.0008, 0.0098, 0.0037, 0.0087, 0.0129, 0.0040, 0.0060, 0.0027, 0.0073, 0.0027, 0.0209, 0.0044, 0.0014, 0.0143, 0.0082, 0.0053, 0.0201, 0.0058]
}

No. 3
{
  "formula": "C7H10NO5",
  "method": "ωB97M-V with the def2-TZVPD basis set",
  "fmax_ev_per_a": 5.5,
  "charge": -1,
  "homo_ev": -4.910,
  "e_lumo_ev": 3.562,
  "relative_energy_kj_mol": 155.3,
  "homo_lumo_gap_ev": 8.473,
  "energy_ev": -19146.5618,
  "elements": ["O", "O", "O", "O", "O", "N", "C", "C", "C", "C", "C", "C", "C", "H", "H", "H", "H", "H", "H", "H", "H", "H", "H"],
  "xyz": [[-0.4302, 2.8722, 0.1330], [1.1905, -1.3004, -3.4975], [-0.0393, -0.9164, -1.5473], [-1.0271, -1.2281, -3.8901], [-0.0264, 1.9566, 2.0460], [-0.1895, 1.8763, 0.8146], [0.0189, -1.2455, -3.3318], [-0.0991, 0.3219, -1.1588], [-1.0938, -0.9588, 2.2654], [-0.0941, 1.4617, -2.1387], [-0.0558, -0.6701, 1.2259], [-0.1764, 0.6527, 0.2153], [1.3794, -0.8709, 1.8507], [0.6531, 2.3207, -1.9648], [1.6277, -1.8968, 1.9804], [2.2521, -0.4424, 1.3942], [0.0354, -1.5047, 0.6122], [1.3183, -0.4321, 2.8355], [-0.7336, -1.6140, 2.9636], [-1.1042, 1.9677, -2.3023], [-1.4989, -0.1808, 2.7369], [0.0365, 1.2134, -3.1308], [-1.9435, -1.3819, 1.8885]],
  "atomic_forces_ev_per_a": [[0.1, 0.8, -0.2], [0.9, -0.5, -0.1], [-0.9, 1.6, 0.5], [-1.0, -0.2, 0.9], [0.1, -0.2, -0.2], [-0.4, 0.5, 0.2], [1.0, 0.8, -1.0], [-0.3, 0.5, 0.5], [1.3, -0.1, -2.2], [-0.7, 2.7, 0.2], [2.4, 2.2, -1.1], [0.5, -5.3, 1.5], [-0.9, 1.6, 1.0], [-1.2, -1.5, 0.3], [-0.2, -1.2, 0.1], [0.0, 0.6, -0.8], [-1.0, -1.1, -1.8], [0.4, 0.2, 0.6], [1.1, -1.7, 1.9], [1.0, -0.5, 1.2], [-0.9, 3.7, 2.1], [0.9, -1.5, -2.1], [-2.2, -1.6, -1.6]],
  "lowdin_charge": [-0.0156, 0.0870, -0.0056, 0.0962, -0.0029, -0.4024, -0.6180, -0.2892, -0.0681, -0.0263, -0.2669, -0.0605, -0.0735, 0.1155, 0.0522, 0.0649, 0.0773, 0.0568, 0.0526, 0.1161, 0.0331, 0.0251, 0.0519]
}

No. 4
{
  "formula": "C28H62ClN6O8P",
  "method": "ωB97M-V with the def2-TZVPD basis set",
  "smiles": "N=[PH2]C1=CC(=O)C=C(CC(=O)Cl)C1=O.COC[C@@H](C)N.COC[C@@H](C)N.COC[C@@H](C)N.COC[C@@H](C)N.COC[C@@H](C)N",
  "fmax_ev_per_a": 9.1,
  "charge": 0,
  "homo_ev": -8.610,
  "e_lumo_ev": -2.268,
  "relative_energy_kj_mol": 742.8,
  "homo_lumo_gap_ev": 6.342,
  "energy_ev": -77161.2844,
  "elements": ["Cl", "P", "O", "O", "O", "O", "O", "O", "O", "O", "N", "N", "N", "N", "N", "N", "C", "C", "C", "C", "C", "C", "C", "C", "C", "C", "C", "C", "C", "C", "C", "C", "C", "C", "C", "C", "C", "C", "C", "C", "C", "C", "C", "C", "H", "H", "H", "H", "H", "H", "H", "H", "H", "H", "H", "H", "H", "H", "H", "H", "H", "H", "H", "H", "H", "H", "H", "H", "H", "H", "H", "H", "H", "H", "H", "H", "H", "H", "H", "H", "H", "H", "H", "H", "H", "H", "H", "H", "H", "H", "H", "H", "H", "H", "H", "H", "H", "H", "H", "H", "H", "H", "H", "H", "H", "H"],
  "xyz": [[-2.1271, -4.2452, 3.7544], [2.9374, -1.7393, 2.8929], [-2.7306, -3.2924, 1.1995], [-3.6404, -0.2162, -4.7987], [-0.0401, -0.8505, 4.4708], [-3.1019, -7.4056, 0.2352], [0.1759, 1.8018, -0.4105], [-2.3310, 2.7205, 4.1813], [6.5181, -0.7666, 1.2751], [1.9841, 5.3143, -3.1488], [3.8207, -0.9050, 3.9663], [-3.8167, 1.1342, -2.2731], [0.3740, 2.9458, -3.3260], [-0.7748, -5.7335, 0.0846], [-1.0388, 4.4079, 2.2534], [8.6103, -2.5296, 2.1403], [-1.3618, 0.0990, 0.9391], [-2.4715, 4.5924, 2.5310], [-0.2348, 4.2009, -2.8592], [-2.7860, -1.3345, 2.8309], [0.0028, -7.9975, -0.3834], [-1.3954, -0.6133, 2.2452], [0.0089, -0.7378, 3.1366], [-4.4342, 1.7411, -3.4623], [-2.5431, 3.2909, 5.4632], [8.6659, -1.9493, 0.7897], [-3.8012, 1.2045, -4.7671], [0.0674, 0.7482, 0.4045], [-1.0814, 4.7890, -3.9849], [-0.6575, -7.0870, 0.6486], [-2.5799, -2.9599, 2.4948], [1.4053, -0.7596, 2.2356], [-2.6506, 5.8300, 3.4063], [0.8304, 5.1804, -2.3143], [-2.0223, -7.6135, 1.1498], [-5.9455, 1.5392, -3.3927], [-4.7986, -0.9290, -5.2045], [9.6992, -0.8260, 0.7760], [1.4436, -0.0310, 0.9072], [1.8367, 6.2466, -4.2085], [-3.1020, 3.3158, 3.1342], [7.2667, -1.5042, 0.3050], [-3.2187, -8.4000, -0.7704], [6.8171, 0.6200, 1.3166], [-2.2888, -7.0488, 2.0512], [-3.1525, 2.5601, 2.3412], [-1.4405, 5.7892, -3.7218], [-0.5368, 4.8590, -4.9303], [-3.7581, -0.8954, 2.2992], [0.8698, 2.5145, -2.5446], [-2.9507, -9.3945, -0.4016], [-4.2520, 2.8221, -3.4291], [-4.2606, -8.4253, -1.1030], [-3.8496, 0.1188, -2.3993], [-2.8176, 1.3446, -2.2823], [-3.5811, 3.6042, 5.6097], [9.6721, -0.2821, -0.1738], [-6.2242, 0.4993, -3.2026], [2.8318, 6.6109, -4.4805], [-1.9628, -8.6659, 1.4515], [-1.8645, 4.1318, 5.6161], [7.6449, 0.8043, 2.0035], [7.0440, 1.0239, 0.3255], [-0.9316, 3.6301, 1.6005], [3.7953, -2.0247, 1.7627], [-3.6877, 5.9221, 3.7449], [-2.0029, 5.8216, 4.2869], [2.4321, -0.0920, 0.2787], [-2.9815, 4.7935, 1.5811], [-2.8939, -1.1694, 4.0055], [5.9410, 1.1442, 1.7098], [0.0148, -7.0406, 1.5139], [1.2011, 4.7778, -1.3641], [10.7093, -1.2360, 0.8938], [-0.9169, 3.9645, -2.0334], [4.8023, -0.8098, 3.5834], [9.0223, -2.7230, 0.0988], [-4.4774, -1.8853, -5.6276], [-1.1392, -5.1106, 0.8070], [-2.3638, 0.1409, 0.3132], [-2.3026, 2.5338, 6.2154], [0.3974, 6.1614, -2.0857], [-6.3728, 2.1373, -2.5791], [-0.6056, 4.0609, 3.1137], [9.5519, -0.1069, 1.5861], [7.9806, -3.3332, 2.1233], [1.0524, -7.7140, -0.5255], [8.1245, -1.8565, 2.7396], [7.3233, -0.9570, -0.6435], [-4.1343, 3.4906, 3.4599], [2.4609, -2.9454, 3.5426], [-2.6057, -8.1340, -1.6333], [-2.4058, 6.7362, 2.8395], [-0.4769, -7.9416, -1.3641], [-0.0157, -9.0409, -0.0521], [-6.4253, 1.8575, -4.3239], [-4.3431, 1.5563, -5.6530], [1.4173, 5.7525, -5.0866], [-1.5253, -5.7591, -0.6113], [6.6780, -2.4075, 0.1053], [1.1233, 3.1963, -3.9771], [1.2223, 7.1051, -3.9214], [-1.9602, 4.1598, -4.1694], [-2.7876, 1.6160, -4.8419], [-5.3700, -0.3900, -5.9660], [-5.4261, -1.1478, -4.3389]],
  "atomic_forces_ev_per_a": [[-0.6, 2.0, -1.6], [1.6, 2.2, 1.8], [1.2, 1.7, 8.8], [-0.3, 0.5, -0.3], [0.5, 0.5, -8.5], [0.3, -0.5, 0.3], [-1.0, -6.4, 4.9], [-0.6, 0.2, -0.2], [0.1, -0.1, -0.6], [-0.5, 0.3, 0.2], [0.2, -0.9, -1.8], [0.3, -0.1, -0.1], [0.3, 0.1, 0.2], [-0.2, -0.1, 0.3], [-0.2, -0.4, 0.0], [-0.4, 0.0, -0.1], [0.5, -1.8, 3.3], [0.2, -0.1, 0.4], [0.3, 0.1, -0.3], [1.1, 0.0, 0.8], [0.3, -0.2, 0.0], [0.5, 1.5, -2.6], [-0.7, -0.3, 4.1], [-0.1, -0.5, -0.1], [0.3, -0.2, 0.1], [-0.1, 0.3, 0.3], [0.4, 0.0, 0.2], [0.9, 3.1, -2.6], [-0.3, 0.0, -0.1], [-0.3, 0.0, -0.4], [-1.3, -0.4, -7.5], [-1.5, 1.9, -3.5], [-0.1, 0.3, -0.1], [0.1, -0.4, 0.2], [-0.1, 0.4, 0.1], [-0.2, 0.2, 0.1], [0.3, -0.3, 0.2], [0.3, 0.0, -0.1], [-1.2, -2.2, 4.1], [0.3, -0.3, 0.0], [0.3, -0.1, -0.2], [-0.1, -0.4, 0.2], [-0.2, 0.3, -0.1], [-0.2, 0.0, 0.4], [-0.1, 0.0, -0.2], [0.1, 0.0, 0.1], [0.0, -0.1, 0.0], [0.0, 0.0, 0.1], [2.4, -1.3, 0.9], [-0.3, 0.0, -0.1], [0.1, 0.0, 0.0], [0.1, -0.1, 0.0], [0.1, 0.1, 0.1], [-0.1, 0.3, 0.0], [-0.1, 0.1, 0.0], [0.0, 0.1, -0.1], [0.0, 0.0, 0.1], [0.1, 0.1, 0.0], [-0.1, -0.1, 0.1], [0.0, -0.1, -0.2], [-0.2, 0.1, 0.1], [0.1, 0.2, -0.1], [0.1, -0.1, 0.0], [0.0, 0.2, 0.0], [-1.2, -0.3, 0.2], [0.1, 0.0, 0.0], [-0.1, -0.1, -0.1], [-2.3, 0.5, 1.1], [0.0, -0.2, 0.1], [0.5, -0.3, -2.7], [0.0, -0.1, -0.1], [-0.2, 0.0, 0.0], [0.0, 0.0, -0.2], [-0.2, 0.0, 0.0], [0.2, 0.0, 0.0], [-1.5, 0.0, 0.5], [-0.2, 0.0, 0.1], [0.1, 0.2, 0.0], [0.1, -0.1, -0.2], [2.4, 0.3, 1.2], [0.0, 0.0, -0.2], [0.0, 0.0, -0.2], [0.1, -0.1, -0.1], [-0.1, 0.2, -0.2], [-0.1, -0.1, -0.1], [0.2, 0.1, 0.0], [-0.2, 0.0, 0.0], [0.2, -0.2, -0.1], [0.1, 0.1, 0.1], [0.0, 0.1, 0.1], [-0.3, 0.7, -1.1], [0.1, -0.2, -0.1], [0.0, -0.2, 0.1], [0.0, 0.0, 0.1], [0.0, 0.1, -0.1], [0.0, -0.1, 0.1], [-0.2, -0.1, 0.0], [-0.1, 0.2, -0.1], [0.3, 0.0, 0.2], [0.0, 0.1, 0.1], [-0.3, -0.1, 0.1], [-0.1, -0.1, 0.0], [0.2, 0.0, 0.0], [0.0, -0.2, 0.1], [0.0, 0.1, 0.1], [-0.2, 0.0, -0.1]],
  "lowdin_charge": [0.5744, 0.7186, -0.0835, -0.1916, -0.0219, -0.1922, -0.0425, -0.2049, -0.2271, -0.1940, -0.3455, 0.0350, 0.0405, 0.0438, 0.0451, 0.0356, 0.0672, -0.4268, -0.4310, -0.0829, -0.0774, -0.0847, -0.1836, -0.4302, -0.1047, -0.4307, -0.1951, -0.1919, -0.0687, -0.4299, -0.5747, -0.2101, -0.0749, -0.1904, -0.1968, -0.0752, -0.1089, -0.0745, 0.0353, -0.1104, -0.1987, -0.1992, -0.1091, -0.1043, 0.1030, 0.1095, 0.0799, 0.0653, 0.1446, 0.0445, 0.0892, 0.1279, 0.0871, 0.0712, 0.0655, 0.0901, 0.0786, 0.0634, 0.0867, 0.1162, 0.0743, 0.0759, 0.0916, 0.0540, 0.0061, 0.0778, 0.0642, 0.1244, 0.1349, 0.1330, 0.0875, 0.1327, 0.1210, 0.0783, 0.1257, -0.0482, 0.1345, 0.0877, 0.0302, 0.1328, 0.0890, 0.1178, 0.0760, 0.0736, 0.0647, 0.0719, 0.0756, 0.0710, 0.1177, 0.1167, 0.0103, 0.0725, 0.0773, 0.0634, 0.0771, 0.0787, 0.1174, 0.0716, 0.0749, 0.1172, 0.0719, 0.0893, 0.0583, 0.1155, 0.0895, 0.0720]
}

What is the formula in the second record?
C10H20N2PPdS